{
  "formula": "C8H18N2",
  "method": "ωB97M-V/def2-TZVPD",
  "symbols": ["N", "N", "C", "C", "C", "C", "C", "C", "C", "C", "H", "H", "H", "H", "H", "H", "H", "H", "H", "H", "H", "H", "H", "H", "H", "H", "H", "H"],
  "xyz": [[0.969404, 0.394696, 2.456013], [-0.116615, -1.261783, 1.163586], [-1.790450, -2.870763, 0.408765], [1.019895, 0.616216, -0.012333], [-1.365383, 1.570830, -0.033095], [0.598456, -0.142659, 1.198634], [-0.241482, 1.039142, -0.916583], [2.076725, -0.152736, -0.816719], [-0.598203, -2.012535, 0.151849], [0.177571, 2.115297, -1.911196], [1.458591, 1.553992, 0.346724], [-2.732755, -2.307445, 0.380648], [-0.647300, 2.344650, -2.587703], [-0.604594, 0.178670, -1.483487], [2.882864, -0.489182, -0.171294], [-2.182239, 1.945238, -0.652710], [-1.849643, -3.659927, -0.339629], [-1.761690, 0.792620, 0.610656], [2.510459, 0.468992, -1.592199], [-1.729664, -3.354573, 1.388725], [0.448599, 3.029682, -1.379591], [-1.000478, 2.374588, 0.596936], [1.969815, 0.527627, 2.554069], [1.029572, 1.805806, -2.515681], [0.627507, -0.155927, 3.237996], [1.656883, -1.033768, -1.287777], [-0.406245, -1.703787, -0.873491], [-0.399602, -1.612961, 2.078886]],
  "forces_ev_per_a": [[-0.15, -0.07, 0.22], [0.41, 0.91, 0.16], [0.05, 0.15, 0.10], [-1.07, -0.12, -0.91], [-0.01, -0.30, -0.33], [-0.31, -0.44, 0.37], [0.91, 0.09, 0.60], [-0.08, 0.19, 0.05], [-0.06, -0.42, -0.89], [0.04, -0.10, 0.01], [-0.07, -0.08, 0.01], [-0.17, -0.12, 0.01], [0.02, 0.06, -0.01], [0.11, 0.02, 0.13], [0.15, -0.01, 0.12], [-0.01, 0.07, 0.04], [-0.06, -0.05, 0.03], [-0.09, -0.12, 0.11], [0.08, 0.09, -0.15], [-0.04, -0.08, 0.05], [0.03, 0.07, -0.03], [0.05, 0.24, 0.13], [0.01, -0.09, 0.04], [0.00, 0.02, -0.05], [0.14, 0.17, -0.07], [-0.12, -0.19, -0.07], [0.08, 0.03, 0.51], [0.17, 0.06, -0.20]],
  "lumo_energy_ev": [0.9, 0.9],
  "de_lowest_kj_mol": 220.81,
  "homo_lumo_gap_ev": [6.35, 6.35]
}

{
  "formula": "C8H18N3",
  "method": "ωB97M-V/def2-TZVPD",
  "symbols": ["N", "N", "N", "C", "C", "C", "C", "C", "C", "C", "C", "H", "H", "H", "H", "H", "H", "H", "H", "H", "H", "H", "H", "H", "H", "H", "H", "H", "H"],
  "xyz": [[0.918987, 1.722443, -1.272772], [1.425443, -0.543691, -1.571112], [-0.509222, 0.755657, 1.215610], [-1.746869, 0.444706, 3.338162], [-1.015264, -0.033080, 0.147943], [-0.447835, 0.197395, 2.550724], [-2.320122, 0.802339, -1.904342], [0.746569, 0.531855, -1.891190], [2.416706, -0.694967, -0.540680], [1.054887, -1.716352, -2.365766], [-1.556062, 0.418615, -0.965184], [-2.225347, -0.528044, 3.145955], [1.505227, -1.853796, -3.319160], [-0.671733, 1.763546, 1.256267], [0.027955, 0.479579, -2.778449], [-1.542171, 0.432097, 4.404272], [1.354265, -2.473091, -1.672097], [0.445246, 0.791299, 2.910042], [-0.814771, -0.992152, 0.320218], [1.414040, 1.712602, -0.406267], [-3.518608, 0.682384, -1.740316], [-0.054065, -0.822614, 2.401061], [-2.025275, 1.151349, -2.781801], [-2.252411, 1.390775, 3.027208], [3.255985, 0.003024, -0.403151], [0.187680, 2.376186, -1.310554], [2.112826, -0.692024, 0.438583], [2.816223, -1.619943, -0.651090], [-0.002194, -1.898445, -2.449058]],
  "forces_ev_per_a": [[1.06, -1.84, -0.99], [-0.92, 1.30, -1.97], [-0.38, 0.01, -1.89], [0.98, -1.47, -0.29], [-0.88, 4.89, 0.70], [2.26, 1.92, -0.10], [-5.58, -1.31, 2.63], [-0.42, 1.49, 0.15], [0.88, 2.10, -0.33], [0.15, -1.06, 1.78], [0.78, -1.17, 2.35], [-1.19, 0.89, 0.05], [0.75, 0.32, -0.64], [-0.39, -0.61, -0.54], [1.38, 0.10, 1.44], [-0.02, 0.30, 0.14], [0.31, -1.26, -0.31], [-0.95, -0.83, 0.65], [0.63, -4.05, 0.34], [0.33, 0.02, 0.49], [2.93, 0.54, -0.51], [-0.70, 0.09, 0.69], [1.21, 1.51, -3.98], [0.21, -1.12, 0.19], [-0.24, 0.33, -1.41], [-0.89, 0.90, -0.39], [-2.11, -0.02, 2.38], [1.47, -2.67, -0.60], [-0.64, 0.68, -0.03]],
  "charge": 1,
  "lumo_energy_ev": -2.9,
  "de_lowest_kj_mol": 312.28,
  "homo_lumo_gap_ev": 8.61
}

{
  "formula": "C8H18N5O2SSr",
  "method": "ωB97M-V/def2-TZVPD",
  "symbols": ["Sr", "S", "O", "O", "N", "N", "N", "N", "N", "C", "C", "C", "C", "C", "C", "C", "C", "H", "H", "H", "H", "H", "H", "H", "H", "H", "H", "H", "H", "H", "H", "H", "H", "H", "H"],
  "xyz": [[0.406139, 0.916545, 0.291723], [-1.421413, -1.162829, -0.631860], [-0.156757, 3.365114, 0.250602], [-0.462359, 2.338173, -1.556983], [-3.252468, -1.419365, -2.603691], [-0.651133, 3.403468, -0.886813], [3.063137, 0.508468, 0.141965], [-0.042314, 0.304036, 2.896161], [-2.326805, 0.521903, -2.642152], [2.257295, 0.033206, 3.808094], [3.179641, -0.212202, 1.428046], [-3.572281, -2.788291, -2.232737], [-3.227512, 0.493847, -3.685671], [-2.340411, -0.646718, -1.981363], [-3.805881, -0.724175, -3.662696], [2.885320, 0.721522, 2.597980], [0.908155, -0.628599, 3.549732], [4.161128, -0.671863, 1.558895], [2.463460, -1.041093, 1.401751], [-3.382312, 1.335359, -4.335151], [-0.130223, 1.137112, 3.473902], [3.668212, 1.324358, 0.156553], [-1.735444, 1.314886, -2.384956], [0.510158, -0.997146, 4.496870], [2.141819, 0.775016, 4.602640], [-3.866684, -2.832093, -1.186980], [2.241338, 1.547355, 2.269928], [1.014950, -1.500380, 2.900440], [3.395212, -0.072586, -0.621462], [-0.966184, -0.121276, 2.892298], [-4.561090, -1.159768, -4.291275], [-4.393471, -3.127013, -2.857484], [-2.707119, -3.430824, -2.383427], [2.939373, -0.724328, 4.200014], [3.809926, 1.211579, 2.907605]],
  "forces_ev_per_a": [[0.13, 0.04, -0.02], [0.01, 0.00, 0.03], [0.04, -0.05, 0.03], [-0.03, -0.01, 0.03], [0.05, 0.00, 0.01], [-0.06, 0.05, -0.07], [-0.05, 0.03, 0.05], [0.03, 0.00, -0.04], [0.06, 0.13, 0.04], [-0.02, 0.03, 0.04], [-0.01, -0.14, -0.07], [-0.01, -0.04, 0.02], [-0.05, -0.08, 0.03], [-0.06, -0.12, -0.06], [-0.02, 0.08, -0.03], [0.02, 0.06, 0.02], [-0.01, -0.01, -0.03], [0.01, -0.01, 0.00], [0.01, 0.01, 0.00], [0.02, 0.00, 0.00], [-0.05, 0.00, 0.01], [0.00, 0.01, -0.05], [0.00, -0.02, -0.01], [0.02, 0.00, 0.01], [0.01, -0.01, 0.01], [0.00, 0.02, 0.00], [-0.04, -0.01, 0.00], [0.00, 0.01, 0.01], [0.03, 0.01, 0.00], [-0.01, 0.01, 0.03], [0.01, 0.01, -0.01], [0.00, 0.00, 0.00], [0.01, 0.01, 0.00], [-0.01, -0.01, 0.00], [-0.01, 0.01, 0.00]],
  "charge": 1,
  "lumo_energy_ev": -2.5,
  "de_lowest_kj_mol": 0.00,
  "homo_lumo_gap_ev": 8.62
}

{
  "formula": "C8H18O",
  "method": "ωB97M-V/def2-TZVPD",
  "symbols": ["O", "C", "C", "C", "C", "C", "C", "C", "C", "H", "H", "H", "H", "H", "H", "H", "H", "H", "H", "H", "H", "H", "H", "H", "H", "H", "H"],
  "xyz": [[-0.300267, 0.262095, -1.063941], [3.487196, 1.467044, -0.762122], [-0.406938, -2.294648, 0.539218], [-1.481136, -0.137849, -0.332484], [1.137148, 2.380292, -0.257109], [2.200818, 1.504457, -0.443918], [-0.403967, -0.211554, 1.966246], [-1.158030, -1.007845, 0.895928], [-2.423982, -0.796208, -1.329171], [1.810567, 0.190632, -0.435715], [0.045373, 1.287569, -0.785893], [0.762952, 2.535516, 0.751107], [1.118053, 3.252927, -0.902018], [-2.132523, -1.287051, 1.313422], [-0.276222, -0.811105, 2.869011], [3.976057, 0.580476, -1.141733], [4.080371, 2.370554, -0.674869], [0.588638, 0.077820, 1.620718], [0.569050, -2.076077, 0.101087], [0.876965, -0.095437, -0.725280], [-1.964877, -1.677245, -1.777658], [-0.941731, 0.699120, 2.236620], [-3.351914, -1.095499, -0.838422], [-0.238844, -2.891139, 1.437527], [-0.964769, -2.915466, -0.162235], [-1.940896, 0.788828, 0.033589], [-2.667092, -0.100206, -2.131904]],
  "forces_ev_per_a": [[1.02, -0.47, 0.20], [-0.10, 0.00, -0.08], [-0.14, 0.10, 0.03], [0.14, -0.09, 0.12], [-0.97, -0.11, -0.05], [0.16, -1.21, -0.19], [-0.11, -0.07, -0.13], [0.06, 0.06, -0.08], [0.12, 0.04, 0.05], [0.61, 0.69, 0.08], [0.41, 0.32, 0.12], [0.05, 0.01, 0.05], [0.09, 0.02, 0.07], [0.02, 0.01, -0.03], [0.00, 0.01, -0.02], [-0.02, -0.05, 0.17], [-0.08, 0.02, -0.07], [0.06, 0.01, -0.02], [0.03, -0.02, 0.00], [-1.49, 0.68, -0.26], [0.00, 0.00, 0.02], [-0.01, -0.01, 0.00], [0.03, 0.01, 0.02], [0.03, 0.04, -0.01], [0.02, 0.03, -0.02], [0.04, 0.00, 0.00], [0.02, 0.00, 0.03]],
  "lumo_energy_ev": 0.8,
  "de_lowest_kj_mol": 507.96,
  "homo_lumo_gap_ev": 8.32
}

{
  "formula": "C8H18O2PS",
  "method": "ωB97M-V/def2-TZVPD",
  "symbols": ["S", "P", "O", "O", "C", "C", "C", "C", "C", "C", "C", "C", "H", "H", "H", "H", "H", "H", "H", "H", "H", "H", "H", "H", "H", "H", "H", "H", "H", "H"],
  "xyz": [[1.497059, 1.574653, 2.450036], [1.753755, 0.870044, 0.626752], [-1.346145, -1.331048, -0.807095], [3.056946, 0.346155, 0.139723], [-1.867800, -1.318158, 1.505825], [-0.602078, 2.204588, -0.157437], [0.524067, 0.774849, -1.739560], [-1.164769, -3.399772, 0.232023], [1.662597, 3.000765, -1.177507], [-0.999178, -1.837986, 0.351181], [0.441839, -1.507464, 0.702935], [0.785725, 1.804799, -0.629601], [-1.011897, 1.407319, 0.445658], [-0.880142, -3.904237, 1.153579], [-0.675577, -3.860825, -0.658623], [1.451570, 0.327806, -1.908778], [-1.432394, -0.423242, 1.944507], [1.264268, 3.407174, -2.167359], [1.423170, 3.793685, -0.428137], [0.535763, -0.449185, 0.623196], [0.845194, -2.175251, -0.110540], [0.110012, 1.116391, -2.684079], [0.864430, -1.682564, 1.640010], [-1.807089, -2.091209, 2.357288], [-1.209781, 2.288917, -1.033069], [2.643836, 2.522444, -1.242760], [-0.713941, 3.134504, 0.566290], [-0.122255, 0.024284, -1.314089], [-2.832836, -1.063628, 1.118373], [-2.194348, -3.553808, 0.201258]],
  "forces_ev_per_a": [[-0.01, -0.75, -1.05], [1.72, 2.21, 1.31], [-0.26, 1.15, -1.39], [-1.11, -0.04, 0.07], [0.86, -1.30, 1.66], [0.12, 1.63, 2.46], [-0.02, 0.33, 0.70], [1.68, 0.25, 0.78], [-1.96, -0.37, 0.66], [-1.32, -0.71, 0.63], [0.30, -3.14, -2.43], [-0.87, 0.29, -1.75], [-0.32, -0.43, -0.03], [0.55, -0.38, 0.20], [-0.24, 0.63, 0.65], [1.59, -1.03, -0.87], [0.08, 0.35, -0.08], [0.55, -0.98, 1.13], [1.37, -0.26, -0.48], [-0.30, 1.36, -0.85], [1.10, 1.57, 0.74], [-0.10, 0.58, 0.12], [0.47, -0.85, 1.77], [-0.76, 1.04, -0.96], [-0.59, 0.38, -0.41], [0.32, 1.18, -0.13], [0.60, -1.52, -1.69], [-0.69, -0.65, -0.31], [-0.82, -0.30, 0.11], [-1.93, -0.25, -0.55]],
  "charge": -1,
  "lumo_energy_ev": 2.8,
  "de_lowest_kj_mol": 221.27,
  "homo_lumo_gap_ev": 6.29
}

{
  "formula": "C8H18O7P",
  "method": "ωB97M-V/def2-TZVPD",
  "symbols": ["P", "O", "O", "O", "O", "O", "O", "O", "C", "C", "C", "C", "C", "C", "C", "C", "H", "H", "H", "H", "H", "H", "H", "H", "H", "H", "H", "H", "H", "H", "H", "H", "H", "H"],
  "xyz": [[-0.939760, 2.330613, -1.432827], [0.058302, -3.493855, 2.633314], [-1.264091, 2.296651, 0.108222], [-0.377481, 1.099741, -2.004161], [-0.035849, 3.638091, -1.638464], [-2.331281, 2.789892, -2.044311], [1.193781, -0.302995, 2.514256], [-0.288634, -0.716905, 4.067937], [-2.393328, 2.969187, -3.454672], [0.592526, -1.122807, 3.298036], [1.349519, 3.565824, -1.318380], [0.105778, -2.933665, -1.151785], [0.415043, -3.844736, 1.296884], [1.030937, -2.619556, 3.229628], [-0.272754, 1.786149, 1.026098], [0.158595, -2.607943, 0.375956], [1.260343, -2.988985, 4.261565], [1.749193, 2.565502, -1.492549], [-0.692785, 0.953018, 1.582444], [-0.749592, -2.087227, 0.754042], [1.483877, -4.184002, 1.217497], [-1.446747, 3.339363, -3.852398], [-3.172229, 3.699240, -3.671491], [0.626247, 1.444095, 0.515953], [0.328113, -1.981669, -1.692166], [-0.207242, -4.733901, 1.018258], [1.886486, 4.271758, -1.951922], [1.984078, -2.675227, 2.651468], [-0.006972, 2.578521, 1.725125], [-0.861283, -3.364844, -1.489756], [0.944110, -3.623384, -1.407298], [-2.645620, 2.022721, -3.934044], [1.499060, 3.845480, -0.274565], [1.019661, -1.914145, 0.534108]],
  "forces_ev_per_a": [[-0.07, -0.46, 0.71], [0.82, -0.34, -0.12], [-0.45, 0.29, -0.84], [0.13, 0.36, -0.12], [-0.20, -0.05, -0.37], [0.23, 0.27, 0.40], [0.37, -1.46, 0.09], [-0.57, -1.29, 0.79], [-0.04, -0.08, -0.29], [0.48, 2.31, -1.14], [0.34, 0.02, 0.06], [0.50, 0.50, 0.41], [-0.60, 0.32, -0.40], [0.60, 0.05, 0.41], [0.28, -0.33, 0.51], [0.64, -0.40, -0.21], [-0.44, 0.23, -0.66], [-0.07, 0.00, 0.01], [0.09, 0.02, -0.05], [0.55, -0.38, -0.40], [-0.66, 0.34, 0.17], [-0.02, -0.03, 0.01], [0.00, -0.02, 0.14], [-0.11, -0.12, -0.01], [-0.49, -0.75, 0.17], [0.24, 0.76, 0.18], [-0.12, 0.01, -0.02], [-0.63, 0.10, 0.31], [-0.09, 0.01, -0.06], [0.63, 0.25, 0.20], [-0.63, 0.24, 0.10], [0.07, 0.01, 0.00], [0.01, -0.06, -0.01], [-0.80, -0.33, 0.04]],
  "charge": -1,
  "lumo_energy_ev": 2.8,
  "de_lowest_kj_mol": 0.00,
  "homo_lumo_gap_ev": 6.87
}